The following is a quantum chemistry calculation of C9H26Mn2O11S3 as an isolated structure in a non-equilibrium geometry, from the OMol25 dataset.

```
! RIJCOSX wB97M-V def2-TZVPD def2/J DEFGRID3
* xyz 2 11
Mn -3.0510 2.7839 1.3919
Mn -0.2682 1.4666 2.2619
S -5.0205 1.5651 -1.3878
S 2.2090 2.5211 0.0478
S 0.9685 -1.6087 0.9444
O 2.9520 3.7240 0.2636
O 2.3742 -2.2108 1.4362
O -4.2175 2.1002 -0.2799
O -5.7683 2.4944 -2.1825
O -4.0423 0.6894 -2.2662
O 0.9250 2.3639 0.7034
O 0.6573 -0.5057 1.8304
O 3.0799 1.2590 0.6205
O 1.1168 -1.3814 -0.4655
O -1.7926 1.1539 0.9147
O -1.5086 3.1354 2.6241
C 4.5022 1.2291 0.2986
C -6.1768 0.3263 -0.7965
C 1.9497 2.0170 -1.7078
C 5.1451 0.0708 1.0187
C 2.5278 -2.8127 2.7219
C -4.2496 0.5385 -3.6943
C -3.2662 -0.4785 -4.2163
C -0.0940 -3.0144 1.1828
C 3.8492 -3.5527 2.7318
H -5.2891 0.2699 -3.9001
H -5.5994 -0.4988 -0.3876
H -0.6746 -2.9898 2.1001
H -4.1091 1.5163 -4.1571
H -6.7758 -0.0219 -1.6361
H -6.8574 0.8227 -0.1077
H 4.6319 1.2366 -0.7830
H 1.6161 0.9821 -1.7245
H 6.2152 0.2929 1.0006
H 4.9254 -0.0271 2.0817
H -0.8100 -2.8945 0.3660
H 3.8801 -4.2662 1.9138
H 4.9419 -0.8899 0.5527
H 4.8940 2.1558 0.7250
H 2.5031 -2.1086 3.5584
H -1.6443 0.4059 0.3418
H 1.7214 -3.5205 2.9417
H 4.6558 -2.8162 2.6588
H -2.2753 -0.0209 -4.1946
H -3.5959 -0.8363 -5.1862
H 4.1163 -3.9564 3.7086
H -3.1351 -1.3192 -3.5317
H 1.2772 2.7478 -2.1468
H 0.5171 -3.8923 1.0025
H 2.9195 2.0418 -2.2035
H -0.8498 3.7130 3.0112
*
```

Summary:
**HOMO (spin up / spin down)**: -0.5917 / -0.6034 Ha
**HOMO-LUMO gap (spin up / spin down)**: 9.60 / 9.35 eV
**Energy above the lowest of the compared OMol25 structures with the same formula, charge and spin**: 0.0 kJ/mol

The following is a quantum chemistry calculation of a 3-piece molecular cluster, C9H26N2O3 overall in a non-equilibrium geometry, from the OMol25 dataset.

```
! RIJCOSX wB97M-V def2-TZVPD def2/J DEFGRID3
* xyz 0 1
O -4.2468 4.4171 6.3578
O 3.7570 -4.2664 -5.8312
O -1.8577 -0.0332 -1.4681
N -2.7484 3.0068 4.4261
N 6.1601 -2.9900 -4.5972
C 5.2925 -0.9415 -5.0488
C -3.5482 2.4184 5.4514
C 4.8590 -2.3869 -4.6904
C -2.7359 1.0969 5.6367
C 3.8551 -2.8900 -5.7887
C -2.8029 -1.0497 -1.8106
C -3.5606 3.2626 6.7543
C 2.8238 -4.7060 -6.8358
C -4.7452 5.1158 7.4511
H -5.5037 4.5344 7.9753
H -3.1622 0.3074 6.2555
H 4.3533 -2.4352 -3.7261
H 2.9744 -5.7848 -6.8761
H -5.1784 6.0697 7.1503
H 2.8525 -2.4679 -5.7217
H -2.5360 3.5209 7.0218
H -1.8135 3.1053 4.7954
H -2.5642 0.5335 4.7195
H 4.4005 -2.6316 -6.6964
H 2.8467 -4.2852 -7.8410
H 1.8595 -4.6682 -6.3289
H 5.8141 -0.4636 -4.2197
H -2.5660 -1.4290 -2.8047
H -2.0691 0.4055 -0.6408
H 4.3442 -0.4274 -5.2054
H -4.0411 2.6804 7.5406
H 5.8693 -0.9367 -5.9737
H -3.8171 -0.7010 -1.6161
H -4.0319 5.5195 8.1698
H -4.5462 2.2276 5.0568
H 6.3857 -3.5605 -5.3996
H 6.9334 -2.3403 -4.6057
H -2.5462 -1.8353 -1.0999
H -1.7212 1.1192 6.0341
H -3.0384 3.8894 4.0300
*
```

Summary:
**SMILES string**: COC[C@H](C)N.COC[C@H](C)N.CO
**HOMO**: -0.3223 Ha
**HOMO-LUMO gap**: 9.63 eV
**Energy above the lowest of the compared OMol25 structures with the same formula, charge and spin**: 181.0 kJ/mol

The following is a quantum chemistry calculation of C9H27ClI2LaP3 as an isolated structure in a non-equilibrium geometry, from the OMol25 dataset.

```
! RIJCOSX wB97M-V def2-TZVPD def2/J DEFGRID3
* xyz 2 1
La 0.0245 -0.0577 -1.1558
I -0.0059 3.0312 -0.7560
I 0.0052 -3.0979 -0.5789
Cl 0.0418 -0.1279 -3.7518
P 2.9589 -0.0154 -1.1560
P -2.8871 -0.0316 -1.1748
P -0.4640 0.0318 2.1766
C 3.4749 1.4332 -2.1881
C -3.3970 -1.5603 -2.0761
C -3.3865 1.4265 -2.1947
C -1.5536 0.0471 3.6523
C 3.5012 -1.5310 -2.0651
C 0.6279 -1.3616 2.6470
C 0.5615 1.4979 2.5655
C 3.7547 0.0640 0.4722
C -3.6735 0.0374 0.4700
H 2.8633 -1.6140 -2.9662
H 0.8381 1.4974 3.6266
H -4.4537 -1.5728 -2.3940
H 4.5291 1.4161 -2.5157
H 1.4721 1.5450 1.9660
H 4.8476 0.0725 0.4404
H -4.4422 1.4169 -2.5184
H 1.5338 -1.4093 2.0405
H 3.2757 2.3526 -1.6061
H -3.1730 2.3411 -1.6107
H 3.4347 -0.7993 1.0702
H -3.1844 -2.4282 -1.4252
H -3.3235 0.9446 0.9865
H -2.1620 -0.8564 3.7130
H 4.5604 -1.5337 -2.3741
H 0.9155 -1.2781 3.7023
H 2.8187 1.4406 -3.0815
H -4.7671 0.0398 0.4539
H 0.0591 -2.2893 2.4955
H -0.0438 2.3882 2.3459
H -2.7305 1.4314 -3.0871
H 3.4178 0.9703 0.9917
H -2.2045 0.9231 3.6653
H -0.8861 0.0859 4.5234
H -3.3287 -0.8273 1.0589
H 3.2974 -2.4044 -1.4186
H -2.7469 -1.6380 -2.9688
*
```

Summary:
**HOMO (spin up / spin down)**: -0.5401 / -0.5401 Ha
**HOMO-LUMO gap (spin up / spin down)**: 4.06 / 4.02 eV
**Energy above the lowest of the compared OMol25 structures with the same formula, charge and spin**: 11.7 kJ/mol

The following is a quantum chemistry calculation of C9H27ClIOP2RuS as an isolated structure in a non-equilibrium geometry, from the OMol25 dataset.

```
! RIJCOSX wB97M-V def2-TZVPD def2/J DEFGRID3
* xyz 3 5
I -0.9281 -0.1652 -3.2073
Ru 0.6134 0.1182 0.6370
Cl 2.7076 0.0222 -0.4699
S -0.7249 0.4840 2.4220
P 0.3475 -1.9443 0.0329
P 0.3884 2.0616 -0.3319
O -1.4939 1.7282 2.6957
C 1.0644 -2.5976 -1.5026
C -1.2068 2.9089 -0.3301
C 0.3836 0.3021 3.8343
C 1.4070 -2.6686 1.3353
C -1.1706 -2.9495 0.0828
C -1.8927 -0.8532 2.6584
C 1.4277 2.9963 0.8567
C -1.3324 -0.0126 -5.3063
C 1.0919 2.4922 -1.9469
H 1.2101 3.5821 -2.0091
H 0.9335 3.0495 1.8372
H 1.5633 4.0047 0.4481
H -1.0384 3.9878 -0.4500
H -1.3450 -1.7616 2.9212
H -0.3890 0.1013 -5.8423
H -1.8432 -0.9294 -5.6059
H -1.7232 2.7102 0.6190
H 2.4067 2.5052 0.9484
H -1.7865 2.5278 -1.1796
H 2.0304 -2.1166 -1.6751
H -0.1862 0.6473 4.7048
H -2.4395 -0.9814 1.7183
H -0.8963 -4.0149 0.0380
H -1.7737 -2.6764 -0.7936
H 1.5193 -3.7375 1.1305
H -1.7479 -2.7570 0.9941
H 0.7064 -0.7408 3.9584
H 1.2413 0.9631 3.6621
H -2.5624 -0.5259 3.4662
H 0.3949 -2.3477 -2.3375
H 2.0624 1.9952 -2.0587
H 1.1805 -3.6839 -1.4036
H 2.3889 -2.1803 1.3045
H 0.4101 2.1369 -2.7336
H -1.9741 0.8572 -5.4579
H 0.9752 -2.5374 2.3361
*
```

Summary:
**HOMO (spin up / spin down)**: -0.7040 / -0.6875 Ha
**HOMO-LUMO gap (spin up / spin down)**: 6.37 / 3.30 eV
**Energy above the lowest of the compared OMol25 structures with the same formula, charge and spin**: 15.5 kJ/mol

The following is a quantum chemistry calculation of C9H28AgFO9 as an isolated structure in a non-equilibrium geometry, from the OMol25 dataset.

```
! RIJCOSX wB97M-V def2-TZVPD def2/J DEFGRID3
* xyz 0 1
Ag -7.8772 2.0316 3.7732
F -7.9046 3.9489 2.5063
O -8.2702 5.5583 -0.7211
O -5.6450 4.5644 1.0627
O -9.2050 6.7538 2.6899
O -11.8316 4.0828 1.7727
O -7.0597 -0.0471 2.8923
O -7.1665 5.5707 4.6332
O -3.0572 5.6616 0.9038
O -9.4907 3.0714 0.5395
O -5.5040 0.2341 0.4473
C -4.1753 6.3010 0.2787
C -9.1462 6.9567 4.0898
C -6.7665 0.8592 0.6653
C -5.4689 5.9791 0.9683
C -9.1943 3.3002 -0.8521
C -11.5711 4.2430 3.1504
C -7.7380 6.8800 4.6605
C -7.6134 -0.0148 1.5669
C -9.3287 4.7698 -1.2108
H -7.1344 7.5115 3.9889
H -6.3013 6.3597 0.3563
H -7.5756 5.1070 3.8865
H -9.4079 8.0145 4.2155
H -6.2565 -0.5771 2.8381
H -10.3038 5.0740 -0.8112
H -7.7229 -1.0317 1.1775
H -4.2473 6.0175 -0.7782
H -11.9539 5.1942 3.5322
H -5.6022 -0.4590 -0.2117
H -2.8318 4.8828 0.3922
H -11.0356 3.6671 1.4096
H -5.5826 6.4519 1.9498
H -9.3171 4.8421 -2.2994
H -6.3363 4.3535 1.7062
H -10.4856 4.2800 3.3215
H -7.2978 0.9633 -0.2872
H -9.8650 2.6952 -1.4611
H -8.7714 3.4120 1.1088
H -9.8633 6.3535 4.6585
H -8.8394 5.8767 2.5011
H -7.6732 7.3276 5.6507
H -7.9804 5.2283 0.1376
H -12.0169 3.4713 3.7917
H -8.1690 2.9390 -0.9963
H -4.0206 7.3823 0.2649
H -6.5578 1.8367 1.0970
H -8.6536 0.3292 1.5967
*
```

Summary:
**HOMO**: -0.3542 Ha
**HOMO-LUMO gap**: 8.05 eV
**Energy above the lowest of the compared OMol25 structures with the same formula, charge and spin**: 55.1 kJ/mol